Record 1
A 3-piece molecular cluster, C24H37NO6 overall at a distorted geometry. Source: the Open Molecules 2025 dataset; level of theory: ωB97M-V/def2-TZVPD.

The geometry in XYZ format:
```
68
Properties=species:S:1:pos:R:3:forces:R:3
C 1.53540 -3.15579 0.41956 -0.397 -0.335 0.875
N 2.87244 -3.70159 0.19304 0.107 0.610 -0.074
C 3.77556 -2.75213 -0.44417 -0.068 -1.057 -0.208
C 3.29599 -2.18986 -1.78550 -0.106 0.000 0.090
C 3.44718 -0.91626 -2.18376 -0.187 -0.218 0.139
C 4.14199 0.13504 -1.33842 0.236 0.950 -0.926
C 3.46536 1.49922 -1.29528 -0.250 -0.545 0.652
C 2.60661 1.77904 -0.24456 -0.226 -0.467 0.475
C 2.00066 3.00547 -0.13111 -0.523 0.745 0.501
C 2.22925 4.01185 -1.05019 -0.199 0.911 -0.453
C 1.61645 5.39554 -0.95339 -0.043 -0.121 0.253
C 3.06556 3.73888 -2.11756 0.174 -0.108 0.043
C 3.66790 2.50343 -2.20978 0.894 -0.058 -1.104
C 2.91635 -0.56992 -3.56621 -0.055 0.190 -0.446
O 2.38678 0.48393 -3.85024 0.399 -0.387 0.213
C 3.02982 -1.65447 -4.61987 0.175 -0.044 0.353
C 2.88758 -2.91430 -4.22812 0.402 0.385 0.539
C 2.62829 -3.14443 -2.75127 -0.187 -0.440 -0.662
O 1.87977 -4.04952 -2.43682 0.492 0.255 0.160
H 1.34271 -3.16802 1.50327 -0.164 0.085 -0.248
H 1.41248 -2.11311 0.09846 0.243 -0.192 -0.146
H 0.73766 -3.73702 -0.05783 0.267 0.077 -0.036
H 2.85642 -4.58856 -0.28541 -0.177 0.159 -0.160
H 4.71115 -3.29818 -0.64672 -0.091 0.227 0.082
H 4.01286 -1.99123 0.30258 -0.061 0.169 -0.387
H 5.13428 0.29689 -1.79387 -0.144 -0.154 0.128
H 4.32891 -0.16814 -0.30888 -0.160 -0.290 -0.220
H 2.38968 1.04103 0.52666 0.159 -0.053 -0.185
H 1.34721 3.23983 0.70857 0.099 -0.256 -0.046
H 1.80783 5.86832 0.01888 0.073 -0.137 -0.180
H 0.52582 5.37889 -1.07082 0.186 -0.064 -0.103
H 2.05151 6.02506 -1.73548 -0.211 0.016 0.173
H 3.29144 4.47845 -2.88135 -0.151 0.011 0.181
H 4.33019 2.34373 -3.06151 -0.076 -0.138 0.190
H 3.18015 -1.39881 -5.66656 -0.200 0.287 0.256
H 2.94208 -3.74834 -4.92331 -0.307 -0.018 0.312
C -2.58963 -3.92782 1.40310 0.125 0.018 0.086
O -2.05345 -2.73985 0.84652 -0.184 -0.112 -0.062
C -2.43580 -2.55333 -0.51093 0.302 0.321 0.122
C -3.55305 -1.53931 -0.63951 -0.261 -0.239 -0.269
O -4.76033 -2.00922 -0.05970 0.173 0.009 0.183
C -4.99019 -1.44877 1.22398 -0.201 -0.043 -0.040
H -2.45206 -3.88273 2.48307 0.052 0.036 -0.020
H -3.65571 -4.03055 1.18940 0.002 0.003 -0.032
H -2.05124 -4.80077 1.01818 -0.077 -0.054 -0.003
H -2.71936 -3.50531 -0.96909 -0.064 0.011 0.018
H -1.55693 -2.17253 -1.04219 -0.012 -0.028 -0.041
H -3.75266 -1.37078 -1.70260 0.062 0.026 -0.009
H -3.25883 -0.58258 -0.19638 0.034 -0.021 0.031
H -5.30442 -0.40613 1.12388 0.096 0.042 0.129
H -4.10285 -1.50371 1.85661 0.004 0.059 -0.026
H -5.79253 -2.01225 1.70049 -0.021 -0.031 -0.103
C -2.13650 3.75485 1.75612 0.058 0.081 0.066
O -2.32929 3.65240 3.15671 -0.078 -0.120 -0.193
C -3.64599 3.24791 3.50475 0.250 0.091 0.352
C -3.69851 1.77886 3.87157 -0.349 -0.059 -0.270
O -3.42648 0.95315 2.74826 0.269 0.121 0.111
C -2.09922 0.44820 2.74913 -0.050 -0.064 -0.103
H -1.06586 3.83729 1.57123 -0.005 0.029 0.061
H -2.51612 2.87697 1.22846 -0.025 0.003 0.002
H -2.62792 4.65537 1.37251 -0.023 -0.041 -0.086
H -4.34832 3.46932 2.69554 0.009 -0.067 -0.030
H -3.94149 3.83758 4.37839 -0.047 -0.009 -0.013
H -4.71199 1.53795 4.20864 0.006 0.028 0.044
H -3.00986 1.55823 4.69251 0.047 0.059 -0.023
H -1.99982 -0.34825 3.49408 0.091 0.012 0.009
H -1.36635 1.23362 2.94958 -0.034 0.008 0.047
H -1.89855 0.02728 1.76462 -0.068 -0.064 0.031
```
Forces are in eV/Å.

The value obtained for the orbital gap is 7.82 eV. The structure (SMILES) is CNCC1=C(Cc2ccc(C)cc2)C(=O)C=CC1=O.COCCOC.COCCOC. The spin multiplicity is 1. The LUMO energy is -0.8 eV.


Record 2
C24H37O2SiY as an isolated structure at a distorted geometry. Source: the Open Molecules 2025 dataset; level of theory: ωB97M-V/def2-TZVPD.

The geometry in XYZ format:
```
65
Properties=species:S:1:pos:R:3:forces:R:3
O 3.70953 1.69136 0.60934 -0.086 0.579 -0.583
C 4.59608 2.36459 -0.33892 -0.519 -0.110 0.423
C 5.79524 1.62205 0.21367 0.134 0.070 -0.112
H 4.67061 3.46051 -0.20223 -0.397 -0.372 -0.047
H 4.30351 2.09986 -1.34765 -0.040 0.251 -0.246
C 4.85381 1.14652 1.32845 -0.606 0.047 0.447
H 6.59454 2.28617 0.53459 0.310 -0.347 -0.087
H 6.09636 0.84704 -0.49699 0.356 0.019 0.468
C 4.90737 1.87690 2.65542 0.286 -0.333 0.527
H 4.60484 2.91901 2.59218 0.066 0.096 -0.175
H 5.89407 1.82128 3.11006 0.186 0.024 0.035
H 4.22397 1.35122 3.33469 0.036 0.366 -0.037
C 4.69071 -0.33367 1.61037 -0.041 -0.082 -0.001
H 4.57076 -0.90382 0.67774 0.056 0.066 0.350
H 3.80087 -0.47205 2.26279 0.476 -0.044 -0.533
H 5.57791 -0.68338 2.16814 -0.335 -0.022 -0.289
Y 0.09318 2.06490 0.37492 0.663 -4.497 0.402
C 0.40015 -0.08708 -0.98404 -0.017 -0.083 -0.822
C -0.59980 0.75878 -1.55977 0.463 -0.764 -0.955
C 0.09068 1.77000 -2.30453 0.131 -0.099 0.008
H -1.68868 0.61106 -1.48897 0.692 0.018 -0.120
C 1.50044 1.55972 -2.15102 -0.544 -0.061 0.478
C 1.68612 0.43338 -1.29272 -1.089 0.145 -0.822
H 2.62503 -0.05023 -1.04316 -0.196 0.290 0.078
H 0.21278 -1.03101 -0.48790 0.081 0.424 -0.085
H -0.39515 2.47194 -2.98249 0.245 -0.062 0.255
H 2.30038 2.08586 -2.67886 -0.409 0.000 0.301
C -1.05760 -0.41372 1.89007 -0.969 -0.158 0.469
C 0.44663 -0.25196 1.96382 0.668 0.333 -0.979
C 0.76260 0.92677 2.65112 -1.739 0.877 0.872
H 1.14454 -1.03534 1.67186 -0.145 0.183 0.272
C -0.46549 1.71592 2.75371 2.071 0.448 0.818
C -1.45141 1.06180 1.96599 -0.978 0.089 -1.932
H -2.45042 1.43798 1.71125 0.128 -0.409 0.818
H -1.43702 -0.88764 2.82891 0.167 -0.352 -0.058
H 1.71353 1.17482 3.14540 -0.436 -0.109 -0.432
H -0.57546 2.64926 3.31903 0.075 -0.436 -0.177
O 0.69003 3.93370 1.06986 1.064 4.732 0.530
C 1.84022 4.52261 1.86146 -1.643 -0.046 -0.748
C 1.67577 6.04475 1.69682 0.325 0.067 0.187
H 2.74758 4.06466 1.45441 -0.212 0.256 -0.007
H 1.70414 4.21209 2.89940 -0.057 -0.137 -0.181
C 0.44004 6.33207 0.83008 0.016 0.035 -0.369
H 2.55371 6.48542 1.21463 -0.075 -0.070 0.281
H 1.51978 6.52435 2.67090 0.333 -0.203 -0.188
C -0.25978 5.02418 0.55029 1.254 -1.150 0.925
H 0.72835 6.76964 -0.12667 0.016 0.168 0.186
H -0.24442 7.00609 1.33871 0.052 0.145 -0.078
H -0.40903 4.87398 -0.53225 -0.052 -0.298 0.473
H -1.16708 4.89827 1.14359 -0.059 -0.027 -0.287
C -3.59868 -1.91999 -2.42236 -0.458 0.433 -0.333
Si -3.01954 -3.16425 -1.17248 -0.299 -0.695 -0.568
C -4.43737 -4.27407 -0.55976 -0.313 0.252 0.459
C -2.10041 -4.50364 -2.16268 0.587 0.059 0.089
C -2.15076 -2.07938 0.04798 0.528 0.400 1.022
C -1.65502 -1.26242 0.82097 -0.347 -0.816 -0.387
H -4.56261 -2.20563 -2.87159 0.265 0.115 0.039
H -2.85775 -1.81237 -3.22920 -0.200 0.033 0.249
H -3.71332 -0.94606 -1.92370 -0.075 -0.220 -0.272
H -4.74446 -4.97150 -1.36296 0.245 0.490 0.234
H -4.11358 -4.90650 0.28402 -0.129 0.276 -0.181
H -5.33566 -3.71341 -0.25867 0.266 -0.178 0.099
H -1.71592 -4.11387 -3.11541 0.087 -0.041 0.297
H -1.26724 -4.94280 -1.59989 -0.049 0.030 -0.189
H -2.79121 -5.32708 -2.41261 0.188 0.408 0.191
```
Forces are in eV/Å.

The value obtained for the orbital gap is 4.53 eV. The spin multiplicity is 1. The LUMO energy is 0.0 eV. The energy relative to the best compared isomer or geometry (same formula, charge and spin) is 0.0 kcal per mole.


Record 3
C24H38As2N4OSZr as an isolated structure. Source: the Open Molecules 2025 dataset; level of theory: ωB97M-V/def2-TZVPD.

The geometry in XYZ format:
```
71
Properties=species:S:1:pos:R:3:forces:R:3
Zr -0.35665 0.51041 -0.83014 -0.495 -0.309 -0.242
C 3.83862 1.45801 -2.20362 -0.064 -0.091 -0.116
As 2.30993 0.98817 -1.13795 0.088 0.056 0.246
C 2.88604 -0.55579 -0.11899 0.109 -0.015 -0.042
C 2.13009 2.36915 0.19691 0.101 0.011 0.077
C 3.00686 2.47593 1.27491 -0.086 0.080 0.056
C 2.84408 3.50547 2.19082 -0.028 0.035 0.017
C 1.79660 4.41463 2.05075 0.027 -0.024 0.022
C 0.91172 4.31024 0.98652 0.094 -0.025 0.035
C 1.08998 3.29812 0.04495 -0.032 0.123 0.049
As -0.04750 3.14524 -1.50759 0.274 -0.079 -0.164
C -1.31015 4.58568 -1.40450 -0.093 -0.073 0.061
C 1.02706 3.59493 -3.05225 -0.056 0.103 -0.030
H 4.58250 1.77032 -1.47370 0.153 0.028 -0.085
H 3.59889 2.26899 -2.88187 0.047 0.055 -0.023
H 4.17421 0.58486 -2.75659 0.049 -0.015 -0.037
H 3.81020 -0.29738 0.39440 0.065 -0.102 0.029
H 3.06336 -1.36959 -0.81839 0.071 -0.052 0.016
H 2.15386 -0.86881 0.62618 -0.063 0.032 0.015
H 3.82993 1.78361 1.40106 0.010 -0.004 -0.015
H 3.54320 3.60933 3.01117 -0.021 0.009 -0.010
H 1.68193 5.22018 2.76535 0.009 -0.022 -0.010
H 0.11688 5.03771 0.88666 -0.005 0.008 -0.007
H -1.95866 4.50761 -0.53654 -0.001 0.029 0.037
H -1.89738 4.59153 -2.31957 -0.025 0.050 -0.029
H -0.70469 5.48968 -1.35425 -0.118 0.130 -0.006
H 1.87130 4.18505 -2.70111 0.055 0.048 -0.089
H 0.41619 4.19614 -3.72339 0.013 0.039 -0.022
H 1.36027 2.70923 -3.58395 0.028 -0.041 -0.008
C -3.65038 -1.07489 -2.28511 0.023 0.010 -0.009
C -3.44319 0.33618 -1.88102 0.265 0.480 0.111
N -4.38747 1.21348 -2.02249 -0.168 -0.071 -0.020
O -2.30503 0.75391 -1.39388 -0.113 -0.559 -0.006
H -4.70723 -1.30494 -2.40148 0.007 -0.001 -0.032
H -3.21113 -1.74295 -1.54796 0.023 -0.028 0.033
H -3.14581 -1.23667 -3.24101 0.004 -0.022 -0.004
H -5.29674 0.94815 -2.38347 -0.007 0.021 0.000
H -4.24913 2.18416 -1.77395 -0.007 0.018 0.009
N -0.44364 0.39410 1.30483 -0.067 -0.024 -0.072
C -0.50933 0.45555 2.46884 -0.006 0.056 0.354
C -0.58724 0.52761 3.86237 0.023 -0.040 -0.430
C -1.68552 1.18837 4.45012 -0.049 0.018 0.058
C -1.75647 1.24229 5.82322 0.030 -0.023 0.001
C -0.75413 0.64843 6.59177 0.001 0.006 0.072
C 0.33260 -0.00396 6.00608 -0.030 0.016 -0.023
C 0.42880 -0.07200 4.63505 0.029 -0.022 0.082
H -2.45466 1.63764 3.83572 0.014 -0.006 0.004
H -2.58736 1.73929 6.30444 0.005 0.000 0.007
H -0.82154 0.69404 7.67184 0.001 -0.002 -0.011
H 1.09321 -0.45662 6.62709 -0.004 0.006 0.005
H 1.26109 -0.57539 4.16026 -0.012 0.011 0.005
C -0.33785 -6.12635 -3.22270 -0.006 -0.008 0.005
C 0.91152 -5.34990 -2.84421 0.030 0.169 0.001
N 0.70746 -3.87654 -2.91174 -0.056 -0.154 0.086
C 0.20638 -3.12598 -1.95723 0.066 0.133 -0.155
S 0.06788 -1.41515 -2.41165 -0.048 0.141 0.226
N -0.14059 -3.63139 -0.78968 -0.098 -0.040 0.179
C -0.72651 -2.95906 0.37122 0.127 -0.030 -0.129
C -1.90814 -3.73154 0.92730 -0.014 -0.057 0.014
H -0.13923 -7.19291 -3.12236 -0.005 0.012 -0.010
H -0.61953 -5.93495 -4.25732 -0.003 0.003 0.012
H -1.18556 -5.88061 -2.57906 0.017 -0.018 -0.007
H 1.74081 -5.55577 -3.51711 -0.034 -0.054 -0.049
H 1.27421 -5.59637 -1.84447 0.009 0.002 0.013
H 0.88781 -3.42755 -3.79883 0.066 -0.006 -0.012
H -0.01579 -4.63229 -0.68618 -0.042 -0.010 -0.012
H -1.04252 -1.96528 0.03994 -0.101 0.042 -0.056
H 0.04684 -2.82778 1.12992 0.021 0.035 0.038
H -2.64801 -3.94125 0.15384 0.000 0.038 0.027
H -2.38266 -3.16304 1.72712 0.003 -0.024 -0.008
H -1.58488 -4.68069 1.35664 -0.001 0.002 -0.022
```
Forces are in eV/Å.

The value obtained for the orbital gap is 7.25 eV. The spin multiplicity is 1. The LUMO energy is -12.4 eV. The net charge is +4. The energy relative to the best compared isomer or geometry (same formula, charge and spin) is 16.8 kcal per mole.